The following is a quantum chemistry calculation of a molecular structure, C32H29MnN4P2S5, from the Open Molecules 2025 dataset.

Last column: Löwdin charge in e.
Geometry (Å):
Mn (0.721, -0.135, 0.259)  0.4195
N (-1.125, 2.089, 0.953)  -0.3489
P (-0.621, 0.913, 2.117)  0.9129
C (-0.361, 1.881, 3.614)  -0.3535
C (-1.377, 2.676, 4.146)  -0.0874
C (-1.144, 3.416, 5.292)  -0.0627
C (0.101, 3.367, 5.911)  -0.0601
C (1.111, 2.577, 5.388)  -0.0639
C (0.883, 1.836, 4.236)  -0.0885
C (-2.027, -0.160, 2.462)  -0.3881
C (-3.352, 0.274, 2.487)  -0.0997
C (-4.358, -0.596, 2.868)  -0.0647
C (-4.048, -1.902, 3.235)  -0.0604
C (-2.734, -2.343, 3.197)  -0.0609
C (-1.724, -1.476, 2.801)  -0.1009
P (0.043, 2.244, -0.317)  0.9200
C (0.620, 3.943, -0.158)  -0.3511
C (-0.269, 5.015, -0.064)  -0.0906
C (0.216, 6.308, 0.029)  -0.0618
C (1.587, 6.538, 0.040)  -0.0594
C (2.474, 5.477, -0.039)  -0.0624
C (1.991, 4.179, -0.140)  -0.0874
C (-0.834, 2.155, -1.890)  -0.3860
C (-0.214, 1.418, -2.895)  -0.1126
C (-0.746, 1.389, -4.178)  -0.0603
C (-1.909, 2.088, -4.454)  -0.0588
C (-2.553, 2.803, -3.447)  -0.0629
C (-2.015, 2.843, -2.174)  -0.0887
H (-1.437, 2.969, 1.353)  0.0495
H (-2.356, 2.713, 3.681)  0.0987
H (-1.933, 4.028, 5.708)  0.1123
H (0.278, 3.947, 6.807)  0.1130
H (2.077, 2.537, 5.873)  0.1124
H (1.675, 1.222, 3.822)  0.1013
H (-3.603, 1.287, 2.194)  0.1002
H (-5.386, -0.258, 2.886)  0.1111
H (-4.835, -2.574, 3.549)  0.1122
H (-2.493, -3.360, 3.478)  0.1127
H (-0.699, -1.830, 2.763)  0.0985
H (-1.341, 4.855, -0.065)  0.0958
H (-0.474, 7.138, 0.089)  0.1127
H (1.961, 7.551, 0.108)  0.1134
H (3.541, 5.656, -0.018)  0.1124
H (2.684, 3.348, -0.204)  0.0940
H (0.689, 0.853, -2.683)  0.0893
H (-0.252, 0.823, -4.956)  0.1130
H (-2.327, 2.070, -5.452)  0.1128
H (-3.473, 3.330, -3.661)  0.1117
H (-2.536, 3.388, -1.396)  0.0989
N (-1.275, -4.492, -2.214)  0.1606
C (-1.587, -3.257, -1.762)  -0.3516
C (-0.605, -2.432, -1.176)  -0.0600
N (-0.911, -1.224, -0.732)  -0.0223
C (-2.180, -0.796, -0.856)  -0.1323
C (-3.121, -1.617, -1.440)  -0.0899
N (-2.842, -2.836, -1.891)  0.1450
H (-0.365, -4.890, -2.080)  0.1086
H (-2.003, -5.054, -2.618)  0.1138
H (0.421, -2.761, -1.067)  0.0734
H (-2.426, 0.191, -0.491)  0.0857
H (-4.145, -1.280, -1.545)  0.1173
C (4.784, 0.588, 0.159)  -0.4035
S (4.351, 0.058, -1.514)  0.8006
C (4.211, -1.687, -1.328)  -1.0090
C (3.400, -2.368, -0.503)  -1.1003
S (2.287, -1.721, 0.688)  0.5027
S (3.432, -4.104, -0.646)  0.8871
C (4.554, -4.209, -1.976)  -1.5041
S (4.991, -5.611, -2.674)  0.5848
S (5.154, -2.650, -2.444)  0.9159
H (5.209, 1.586, 0.049)  0.0329
H (5.538, -0.073, 0.580)  0.0537
H (3.917, 0.620, 0.813)  -0.0160

Values from the calculation:
**Lowest unoccupied orbital energy (alpha / beta)**: -2.5656 / -2.9958 eV
**Net charge**: +1
**DFT total energy**: -5280.358526 Eh
**Multiplicity**: 6
**Energy above the lowest of the compared OMol25 structures with the same formula, charge and spin**: 76.0 kJ/mol